[1]
Formula: C42H48N3O2
Source: the OMol25 dataset
Level of theory: the ωB97M-V functional and the def2-TZVPD basis

Results
- E_HOMO (eV) = -8.93
- frontier orbital gap (eV) = 4.2
- 2S+1 = 1
- LUMO (eV) = -4.725
- energy (Eh) = -1943.734271
- charge = +1

Positions of all 95 atoms, in Å:
C -4.45555 5.10465 5.06369
O -4.28896 4.94281 3.67708
C -4.33592 3.61772 3.22112
C -4.18686 3.41413 1.84599
C -4.17587 2.15406 1.30661
C -4.29965 1.02186 2.12088
C -4.12427 -0.31596 1.55087
C -3.21822 -1.23724 2.00418
N -2.99316 -2.43180 1.29510
C -3.41063 -2.64162 -0.11296
C -2.87677 -4.02127 -0.54249
C -1.89119 -4.46992 0.56567
C -1.84009 -3.31764 1.58327
C -2.35918 -0.94388 3.17285
C -1.47094 0.13314 3.16318
C -0.67349 0.39293 4.25637
C -0.73295 -0.42384 5.36919
C -1.59847 -1.50011 5.38814
C -2.41004 -1.75463 4.30535
C -4.49632 1.22643 3.49336
C -4.51030 2.49052 4.03212
H -4.44402 6.17189 5.28549
H -5.41355 4.68808 5.37257
H -3.63859 4.62105 5.59899
H -4.05508 4.28015 1.22245
H -4.02140 2.01897 0.25065
H -4.69078 -0.56139 0.66891
H -4.49888 -2.56697 -0.19382
H -2.98237 -1.83354 -0.71445
H -3.69841 -4.73930 -0.64896
H -2.39113 -3.97644 -1.52441
H -2.23663 -5.39337 1.04524
H -0.89705 -4.69823 0.16422
H -0.92488 -2.72523 1.48567
H -1.88909 -3.66677 2.61885
H -1.41630 0.75817 2.28734
H -0.00654 1.23936 4.24831
H -0.10918 -0.21936 6.22480
H -1.64510 -2.13847 6.25464
H -3.10144 -2.57988 4.32064
H -4.64352 0.36458 4.12144
H -4.64126 2.61601 5.09226
C 5.22123 -1.40024 -4.74441
N 4.08616 -1.39587 -3.83797
C 3.44699 -2.56053 -3.46730
O 3.70942 -3.68541 -3.83631
C 2.34093 -2.16148 -2.49868
C 2.53855 -2.78484 -1.11267
C 2.52672 -4.28838 -1.10645
C 3.64685 -5.00370 -0.70769
C 3.65593 -6.38340 -0.74917
C 2.54270 -7.07034 -1.18592
C 1.41549 -6.37135 -1.56550
C 1.40643 -4.99109 -1.52197
N 2.34203 -0.66614 -2.43908
C 1.42600 0.08618 -1.76227
C 1.46531 1.46278 -1.73400
C 0.58312 2.30893 -1.08983
C 0.68381 3.73210 -1.12527
C -0.27121 4.53017 -0.46537
C -0.19934 5.90423 -0.49915
C 0.82173 6.55439 -1.18584
C 0.89289 8.04374 -1.21861
C 1.77523 5.77878 -1.83962
C 1.71479 4.40450 -1.81388
C 3.46944 -0.15038 -3.29780
C 4.50640 0.58346 -2.45320
C 2.93097 0.65817 -4.47671
H 5.50286 -2.42513 -4.97785
H 4.96547 -0.88153 -5.66626
H 6.06848 -0.89584 -4.28306
H 1.37925 -2.48038 -2.91957
H 3.49472 -2.42770 -0.71607
H 1.76870 -2.41198 -0.42792
H 4.51802 -4.46629 -0.37307
H 4.53958 -6.92470 -0.45431
H 2.55790 -8.14770 -1.24165
H 0.54633 -6.90374 -1.91475
H 0.53092 -4.44219 -1.82533
H 0.64382 -0.42923 -1.23597
H 2.26334 1.92767 -2.27342
H -0.23408 1.88254 -0.53575
H -1.06876 4.04421 0.06913
H -0.94055 6.49710 0.00964
H 1.75151 8.38681 -1.79859
H -0.00408 8.46979 -1.67085
H 0.98766 8.45358 -0.21186
H 2.56923 6.27637 -2.37155
H 2.47162 3.83859 -2.32785
H 4.90620 -0.09816 -1.70462
H 5.33681 0.93351 -3.06399
H 4.09191 1.43873 -1.92690
H 2.27139 0.02686 -5.06993
H 2.35946 1.52894 -4.16811
H 3.73775 0.99592 -5.12533

Atomic forces in eV per Å
C -0.056 0.093 0.189
O -0.017 -1.350 -0.897
C 0.076 0.355 0.081
C 0.022 0.810 0.500
C 0.006 -0.630 0.433
C -0.025 0.249 0.556
C 0.847 -0.953 0.195
C -0.688 0.342 -1.779
N 0.076 -0.993 0.089
C -0.036 0.448 0.875
C -0.103 -0.036 0.159
C -0.147 0.024 0.097
C -0.283 0.592 0.170
C 0.361 -0.326 0.338
C -0.276 -0.385 -0.276
C 0.116 0.111 0.084
C 0.112 0.051 0.190
C 0.042 -0.051 0.254
C -0.136 0.158 -0.437
C -0.013 -0.307 -1.003
C 0.062 1.146 0.269
H 0.019 -0.088 -0.170
H -0.055 -0.012 0.223
H 0.003 -0.056 0.203
H -0.034 0.261 -0.201
H -0.012 0.011 -0.322
H -0.094 0.043 -0.265
H 0.118 -0.062 -0.051
H -0.003 0.126 -0.228
H 0.170 0.187 0.102
H -0.075 0.121 0.199
H -0.021 0.261 -0.081
H -0.177 0.154 0.124
H 0.289 -0.130 -0.005
H 0.097 -0.025 -0.238
H -0.064 0.179 -0.152
H 0.128 0.138 -0.028
H 0.089 0.026 0.104
H -0.019 -0.099 0.157
H -0.152 -0.197 0.053
H 0.026 -0.095 0.211
H -0.061 -0.076 0.202
C -0.093 0.446 0.072
N -0.957 -0.542 0.832
C 0.401 0.665 -0.416
O -0.215 0.821 0.351
C -1.066 -0.076 0.390
C 0.216 0.187 0.374
C 0.090 -0.157 -0.074
C -0.072 0.283 -0.038
C 0.177 -0.063 0.075
C 0.032 -0.220 -0.026
C -0.260 0.011 -0.118
C 0.082 0.152 0.024
N -0.819 0.268 0.477
C 2.039 -1.892 -1.509
C -0.198 1.562 0.210
C 0.652 -0.763 -0.517
C 0.070 0.696 -0.024
C 0.139 -0.289 -0.106
C -0.041 -0.044 0.023
C -0.062 -0.059 0.042
C 0.196 0.265 -0.131
C 0.067 -0.192 -0.044
C -0.188 -0.091 0.131
C 0.573 -0.151 -0.458
C 0.003 -0.026 0.217
C -0.239 -0.002 -0.018
H -0.214 0.006 0.149
H 0.062 -0.039 -0.143
H 0.106 -0.031 -0.015
H 0.162 -0.042 0.042
H -0.030 -0.016 -0.010
H -0.054 0.066 -0.126
H 0.249 0.078 0.055
H 0.143 -0.060 0.072
H -0.017 -0.104 0.021
H -0.169 -0.071 -0.030
H -0.320 0.053 -0.127
H -0.144 -0.496 0.120
H 0.094 0.112 -0.054
H -0.347 -0.138 0.239
H -0.246 -0.089 0.177
H -0.185 0.044 0.133
H -0.075 -0.038 0.051
H -0.036 -0.027 0.065
H -0.074 -0.022 0.010
H 0.164 0.010 -0.107
H 0.192 0.003 -0.136
H 0.023 -0.051 0.042
H -0.079 -0.008 -0.110
H 0.039 0.060 -0.047
H -0.039 -0.046 -0.031
H 0.066 0.064 -0.028
H 0.087 -0.018 0.125

[2]
Formula: C30H44Br2N2OsP2
Source: the OMol25 dataset
Level of theory: the ωB97M-V functional and the def2-TZVPD basis

Results
- E_HOMO (spin up / spin down) (eV) = -18.89 / -18.89
- frontier orbital gap (spin up / spin down) (eV) = 5.9 / 3.5
- 2S+1 = 5
- LUMO (spin up / spin down) (eV) = -13.030 / -15.347
- energy (Eh) = -7198.696287
- charge = +4

Positions of all 81 atoms, in Å:
N 2.06047 2.83410 -5.22256
C 2.74202 1.74124 -4.90146
C 2.42908 0.94939 -3.78148
C 1.25826 1.23564 -3.05195
C 0.58048 2.42194 -3.36041
C 1.03094 3.17967 -4.46344
C 0.75025 0.26165 -2.01198
Os 0.33663 0.10672 -0.17605
P -1.71168 -1.73832 2.25209
C -0.74467 0.21657 -1.72760
C -1.50692 -1.00599 -2.21148
C -2.91731 -1.07802 -2.20809
C -3.53506 -2.32543 -2.34605
C -2.76027 -3.47323 -2.56653
C -1.39322 -3.34074 -2.85204
C -0.80799 -2.07938 -2.75171
Br -3.49710 -5.13236 -2.45280
H 1.34655 -0.68787 -2.06198
H -1.31040 1.13051 -1.98018
H 3.04905 0.08557 -3.55108
H -0.27430 2.77533 -2.78007
H 3.57512 1.48229 -5.54635
H 0.51665 4.09844 -4.73533
H -3.51015 -0.16021 -2.16465
H 0.21970 -1.93903 -3.06743
H -4.62002 -2.44487 -2.24460
H -0.83592 -4.21729 -3.15285
P 0.28701 2.16207 0.74687
C -2.14005 -3.13189 1.12928
C -3.57384 -3.65869 1.28474
H -1.41506 -3.93058 1.35268
H -1.95492 -2.77167 0.10794
H -3.71248 -4.51577 0.61289
H -3.76420 -4.00297 2.31197
H -4.33177 -2.90723 1.02452
C -2.55342 -0.33828 1.45466
C -4.01121 -0.18829 1.91578
H -2.46762 -0.52025 0.36740
H -1.98013 0.56777 1.72605
H -4.43090 0.73285 1.49657
H -4.63705 -1.02476 1.59420
H -4.05475 -0.10424 3.00928
C 0.07963 -1.65447 2.45708
C 0.58560 -2.18988 3.80619
H 0.34624 -0.58594 2.33528
H 0.52250 -2.23074 1.63195
H 1.59202 -1.79958 4.00374
H -0.07948 -1.88165 4.62207
H 0.64315 -3.28729 3.80156
C 0.89087 1.80946 2.48226
C 1.70008 2.87758 3.20642
H 1.51046 0.90563 2.38123
H 0.00578 1.53683 3.07964
H 2.71419 2.97162 2.80554
H 1.19710 3.85071 3.19745
H 1.81302 2.59714 4.26124
C -1.37531 2.89232 0.94716
C -1.64835 4.25949 0.31384
H -1.62170 2.94082 2.02051
H -2.06276 2.16087 0.50128
H -1.05195 5.05451 0.75669
H -1.48408 4.25473 -0.76494
H -2.69603 4.54810 0.45574
C 1.39841 3.51294 0.14519
C 2.64697 2.96059 -0.54090
H 1.68214 4.13962 1.00424
H 0.80218 4.13378 -0.54543
H 2.79829 3.46591 -1.49692
H 3.53484 3.07041 0.10058
H 2.50647 1.89569 -0.77442
Br 5.69625 -0.71028 2.44275
C 4.30673 -1.39391 1.35247
C 4.06453 -2.76518 1.32860
C 2.96619 -3.20021 0.59267
C 2.14918 -2.27416 -0.05799
N 2.24560 -0.95310 0.19907
C 3.43968 -0.49824 0.70122
H 4.72341 -3.44534 1.86218
H 2.70730 -4.24484 0.50313
H 1.37256 -2.56442 -0.76664
H 3.64849 0.57609 0.63155

Atomic forces in eV per Å
N -0.045 -0.180 -0.014
C -0.028 -0.162 0.689
C -0.548 -0.157 -0.258
C 0.463 0.342 0.452
C 0.236 0.120 -0.492
C -0.447 -0.144 0.794
C 0.728 0.640 -3.860
Os 2.639 -0.739 4.973
P -0.801 -0.970 -1.282
C -2.236 -0.570 -3.982
C 0.242 1.001 0.136
C -0.997 -0.838 -0.091
C -0.708 1.703 0.405
C -0.107 -0.567 0.285
C 1.027 0.893 -0.363
C 0.444 -1.972 -0.012
Br -0.042 0.137 -0.226
H -0.691 0.385 -0.538
H 0.338 -0.198 0.235
H -0.144 0.041 -0.070
H 0.113 -0.093 -0.284
H 0.012 0.014 0.097
H 0.053 -0.098 0.038
H 0.054 -0.360 0.397
H -0.070 -0.264 0.140
H 0.393 0.256 -0.177
H 0.152 0.073 -0.134
P 0.435 2.803 1.993
C 0.236 -0.534 0.925
C -0.258 -0.095 0.000
H -0.209 0.129 -0.133
H 0.107 0.128 0.113
H 0.021 0.185 0.252
H 0.042 0.084 -0.367
H 0.271 -0.289 0.065
C 0.571 0.568 0.629
C -0.232 0.223 0.131
H -0.078 0.067 0.325
H -0.342 -0.346 -0.125
H 0.056 -0.193 0.060
H 0.129 0.237 0.131
H -0.090 -0.037 -0.284
C 0.089 0.346 -0.185
C 0.085 -0.104 0.392
H -0.065 -0.360 0.184
H -0.239 0.077 0.235
H -0.263 -0.114 -0.026
H 0.306 -0.060 -0.090
H -0.088 0.330 -0.013
C -0.026 -0.706 -0.230
C 0.106 0.399 0.187
H 0.048 0.126 0.270
H 0.131 -0.005 -0.247
H -0.223 0.103 -0.057
H 0.153 -0.124 -0.021
H -0.097 -0.044 -0.246
C -1.038 -0.105 -0.134
C 0.004 0.234 -0.250
H 0.285 -0.163 -0.216
H -0.051 0.231 0.113
H 0.103 -0.040 0.001
H 0.069 0.018 0.014
H 0.164 -0.254 0.117
C -0.391 -0.289 -0.592
C 0.310 -0.232 0.033
H -0.459 -0.242 -0.142
H 0.236 -0.265 0.307
H 0.250 -0.055 0.203
H -0.247 0.003 -0.364
H 0.301 0.185 -0.082
Br -0.312 -0.126 -0.618
C 0.304 0.785 0.229
C -0.446 0.279 -0.098
C -0.225 0.113 -0.761
C 0.027 -0.328 1.057
N 1.625 0.431 -0.960
C -0.866 -0.429 0.775
H -0.174 0.022 -0.071
H 0.307 -0.154 -0.156
H -0.154 -0.248 0.471
H -0.228 -0.460 0.394

[3]
Formula: C5H7N2O3
Source: the OMol25 dataset
Level of theory: the ωB97M-V functional and the def2-TZVPD basis

Results
- E_HOMO (spin up / spin down) (eV) = -2.78 / -2.77
- frontier orbital gap (spin up / spin down) (eV) = 6.3 / 6.3
- SMILES string = C/C(O)=C\N([O-])/C=C\N=O
- 2S+1 = 1
- LUMO (spin up / spin down) (eV) = 3.515 / 3.515
- energy (Eh) = -529.788596
- charge = -1

Positions of all 17 atoms, in Å:
C 0.25423 -0.28562 1.41995
C -1.10633 0.10521 0.77692
O -1.98399 0.77263 1.59003
C -1.33073 -0.31910 -0.47141
N -0.32168 -1.10328 -1.11050
O -0.42969 -2.44685 -1.04267
C 0.79450 -0.61912 -1.63804
C 1.05015 0.72358 -1.85988
N 0.24913 1.66442 -1.43666
O 0.56966 2.83968 -1.75451
H 0.85203 0.59233 1.10968
H 0.40842 -1.23088 1.07954
H -0.03239 -0.36232 2.51064
H -2.62152 1.03798 0.98698
H -2.19170 -0.02080 -0.92160
H 1.58744 -1.35710 -2.06049
H 1.98656 0.76064 -2.42231

Atomic forces in eV per Å
C -3.841 3.665 1.779
C 1.841 -2.238 0.112
O 2.123 -0.710 0.771
C 1.967 -0.026 2.569
N 1.621 -1.317 -0.907
O -0.617 0.346 0.328
C -1.022 -1.682 -0.077
C 1.438 -0.998 -0.452
N 0.227 1.000 -0.409
O -0.034 0.923 0.010
H 0.624 -0.955 0.583
H 1.448 -2.443 -1.142
H 1.022 0.435 -0.848
H -2.472 1.191 -1.419
H -2.284 0.362 -1.980
H -1.947 0.997 1.097
H -0.095 1.452 -0.014

[4]
Formula: C2H3Cl2N
Source: the OMol25 dataset
Level of theory: the ωB97M-V functional and the def2-TZVPD basis

Results
- E_HOMO (spin up / spin down) (eV) = -9.26 / -8.52
- frontier orbital gap (spin up / spin down) (eV) = 9.3 / 8.5
- 2S+1 = 1
- LUMO (spin up / spin down) (eV) = 0.042 / -0.051
- energy (Eh) = -1052.936871

Positions of all 8 atoms, in Å:
C -0.13205 -0.71570 -0.22870
C 0.34294 0.42808 0.55999
N 0.09561 0.46301 -0.87825
Cl 2.01463 0.58800 1.26149
Cl -0.95889 1.37633 1.42037
H 0.36400 -1.66388 -0.43655
H -2.20417 -1.11301 0.11460
H 0.47794 0.63716 -1.81294

Atomic forces in eV per Å
C -1.591 -0.797 0.296
C -0.447 1.239 -0.853
N -0.083 -0.308 0.398
Cl -1.649 -0.220 -0.665
Cl 1.426 -0.523 -0.077
H -0.237 0.178 0.220
H 2.199 0.275 -0.353
H 0.382 0.156 1.036

[5]
Formula: C5H11N2
Source: the OMol25 dataset
Level of theory: the ωB97M-V functional and the def2-TZVPD basis

Results
- E_HOMO (eV) = -15.20
- frontier orbital gap (eV) = 11.9
- SMILES string = CC1(C)N=CC[NH2+]1
- 2S+1 = 1
- LUMO (eV) = -3.314
- energy (Eh) = -306.333534
- charge = +1

Positions of all 18 atoms, in Å:
C 1.20505 -0.49762 -1.30143
C 0.33760 -0.41228 -0.02156
C 1.16364 -0.56530 1.31087
N -0.65847 -1.46865 0.00060
C -1.82571 -0.99117 0.08797
C -1.96036 0.61364 0.05731
N -0.48334 1.01132 -0.16914
H 1.83497 -1.37464 -1.22278
H 1.95714 0.23091 -1.41913
H 0.80223 -0.56713 -2.22476
H 2.23924 -0.37974 1.11344
H 0.92981 -1.50073 1.69816
H 0.72884 0.20174 1.97572
H -2.77612 -1.53109 0.31565
H -2.67604 1.08208 -0.63736
H -2.38394 0.87614 1.03109
H -0.26735 1.33262 -1.12108
H -0.08570 1.77136 0.41749

Atomic forces in eV per Å
C 1.430 -0.957 3.186
C 1.087 -0.654 -1.188
C -0.496 3.217 -1.801
N -0.936 1.475 0.136
C -0.886 1.648 -0.031
C 0.572 -1.373 0.265
N -0.221 -0.679 0.535
H -0.125 -0.568 0.266
H 0.754 1.584 0.537
H -2.408 -0.279 -2.704
H -0.731 -0.207 0.385
H 0.008 -1.677 0.673
H 0.584 -0.344 0.186
H 1.076 0.031 -0.551
H 0.720 -0.517 -0.305
H 0.799 0.367 0.173
H -0.630 -0.272 0.145
H -0.596 -0.796 0.094

[6]
Formula: C6H11NO4
Source: the OMol25 dataset
Level of theory: the ωB97M-V functional and the def2-TZVPD basis

Results
- E_HOMO (eV) = -9.01
- frontier orbital gap (eV) = 9.7
- SMILES string = NC(=O)[C@]1(O)CCCC1(O)O
- 2S+1 = 1
- LUMO (eV) = 0.728
- energy (Eh) = -590.895251

Positions of all 22 atoms, in Å:
N 0.00571 -1.80888 2.21014
C -0.55680 -1.24492 1.07805
O -1.57856 -1.68606 0.56841
C 0.21521 -0.02363 0.68540
O 1.52082 0.11027 1.24176
C -0.59677 1.36500 0.66041
C -1.31912 1.16126 -0.70490
C -0.10720 1.08485 -1.70541
C 0.66059 -0.09569 -1.12450
O 2.01845 0.06923 -1.24420
O 0.22712 -1.29646 -1.58608
H 0.77748 -1.40241 2.62862
H -0.04444 -2.82167 2.46317
H 1.97985 0.46800 0.49838
H 0.11398 2.19404 0.87926
H -1.11291 1.31673 1.58748
H -1.94715 0.24501 -0.76708
H -1.99731 1.99215 -0.69347
H -0.59030 0.87122 -2.61931
H 0.63396 1.88082 -1.60013
H 2.35987 -0.78931 -0.89282
H -0.66248 -1.58956 -1.56320

Atomic forces in eV per Å
N -1.423 -2.479 -0.509
C 0.389 -0.792 1.886
O 0.752 0.469 -0.315
C 1.684 2.776 -3.654
O -1.594 -0.971 1.714
C 1.374 -3.617 0.464
C 0.961 1.599 1.426
C -0.765 -0.400 2.652
C -3.504 0.501 2.198
O 0.046 -1.641 0.294
O 3.028 -1.469 -1.511
H 1.721 1.196 0.417
H -0.713 1.469 -0.723
H 1.161 0.647 -0.566
H -0.350 -0.382 -1.269
H -1.583 0.182 0.516
H 0.722 0.499 0.376
H -0.411 0.650 -1.306
H 0.565 0.007 -1.640
H -0.807 0.619 -0.643
H 0.223 0.702 -0.558
H -1.476 0.434 0.752